This record from OMol25 describes a molecular structure, C35H27BiN9O2S. The level of theory is ωB97M-V/def2-TZVPD.

Positions of all 75 atoms, in Å:
Bi1 1.674 -0.077 0.554
N1 0.972 2.114 4.607
C1 1.064 1.770 3.321
S1 2.042 0.343 3.031
N2 0.533 2.538 2.429
N3 0.661 2.115 1.101
C2 0.384 3.036 0.211
C3 0.055 4.498 0.488
C4 -1.076 5.048 0.014
C5 -1.400 6.405 0.203
C6 -0.432 7.250 0.832
C7 0.746 6.653 1.278
C8 0.963 5.308 1.129
C9 0.458 2.623 -1.189
C10 0.718 3.590 -2.156
C11 0.815 3.145 -3.515
C12 0.731 1.802 -3.815
C13 0.516 0.930 -2.746
N4 0.407 1.303 -1.475
H1 1.260 1.564 5.361
H2 0.295 2.827 4.806
H3 -1.783 4.453 -0.514
H4 -2.333 6.805 -0.140
H5 -0.583 8.415 0.931
H6 1.461 7.228 1.806
H7 1.919 4.966 1.439
H8 0.736 4.620 -1.879
H9 1.011 3.915 -4.240
H10 0.941 1.392 -4.750
H11 0.353 -0.074 -2.961
C14 -2.058 -7.136 -4.231
O1 -2.937 -7.796 -3.300
C15 -3.122 -7.193 -2.099
C16 -3.237 -5.818 -1.953
C17 -3.424 -5.190 -0.718
C18 -3.448 -5.962 0.412
C19 -3.370 -7.361 0.294
C20 -3.124 -7.959 -0.913
N5 -3.937 -5.413 1.606
N6 -3.345 -4.467 2.199
C21 -2.052 -3.952 1.765
C22 -0.892 -4.723 1.806
C23 0.412 -4.108 1.710
C24 0.529 -2.843 1.273
O2 1.671 -2.271 0.973
C25 -0.643 -2.020 1.165
N7 -0.504 -0.733 0.811
C26 -1.574 0.059 0.566
C27 -2.833 -0.411 0.795
C28 -2.976 -1.680 1.233
C29 -1.928 -2.583 1.372
H12 -2.067 -7.798 -5.084
H13 -1.125 -6.938 -3.725
H14 -2.526 -6.183 -4.595
H15 -3.149 -5.134 -2.825
H16 -3.579 -4.148 -0.730
H17 -3.459 -7.886 1.217
H18 -2.881 -9.052 -0.994
H19 -0.961 -5.776 2.073
H20 1.323 -4.688 1.792
H21 -1.333 1.014 0.177
H22 -3.662 0.248 0.652
H23 -3.975 -1.981 1.463
N8 4.417 6.347 1.997
C30 4.577 5.367 1.416
C31 4.623 4.205 0.658
C32 5.505 4.081 -0.338
C33 5.554 2.838 -1.035
C34 4.675 1.854 -0.664
N9 3.794 1.957 0.397
C35 3.756 3.147 0.968
H24 6.295 4.833 -0.535
H25 6.209 2.670 -1.885
H26 4.640 0.865 -1.116
H27 3.033 3.210 1.790

## Properties
E_LUMO   -3.522 eV
Highest occupied orbital energy   -9.89 eV
Relative energy (zero: lowest compared OMol25 entry of this formula, charge and spin)   1.105 eV
Charge   +1
HOMO-LUMO gap   6.372 eV
Multiplicity   1